(1)
Here is a structure of composition C15H29CsF2N2O4S2 from OMol25. Energies are from ωB97M-V/def2-TZVPD.

## Properties
HOMO, Eh: -0.02604
Frontier orbital gap, eV: 4.78
Energy relative to the best compared isomer or geometry (same formula, charge and spin), eV: 1.8457
Charge: -2

Geometry (Å):
Cs 1.835453 -0.066450 -0.520191
C -3.339632 2.103073 1.043733
C -2.151584 2.506803 0.232409
C -2.006494 2.090361 -1.083360
C -0.887924 2.420392 -1.829544
C -0.750793 1.939440 -3.246009
C 0.097431 3.209129 -1.244467
C -0.018494 3.632807 0.071973
C 1.048144 4.479854 0.710955
C -1.146524 3.278642 0.798964
H -3.010385 1.357480 1.780460
H -4.121614 1.667215 0.421026
H -3.758075 2.944799 1.600225
H -2.774459 1.466332 -1.522332
H -0.703094 2.782982 -3.939851
H -1.601314 1.314176 -3.515926
H 0.158733 1.348920 -3.365730
H 0.970849 3.490938 -1.825325
H 1.937839 4.540797 0.082931
H 1.330228 4.061343 1.676075
H 0.678417 5.495388 0.878649
H -1.240388 3.576531 1.833567
N -1.654125 -1.753744 -2.000457
C -2.245847 -2.967645 -1.462096
C -1.303020 -3.620221 -0.455771
C -0.015298 -4.107092 -1.113899
C 1.034987 -4.537641 -0.089477
N 1.733849 -3.386112 0.444634
H -1.335506 -1.183615 -1.212712
H -2.360238 -1.208239 -2.489028
H -2.432539 -3.654744 -2.304900
H -3.215416 -2.782028 -0.960625
H -1.817603 -4.460778 0.020649
H -1.073768 -2.887686 0.319995
H 0.403089 -3.297799 -1.718114
H -0.247670 -4.952649 -1.775221
H 1.777141 -5.185857 -0.581229
H 0.537042 -5.138675 0.695652
H 2.409292 -3.687477 1.142301
H 1.061509 -2.798817 0.956032
O -0.093172 -1.925491 2.030360
S -0.176789 -0.467943 1.796461
O -0.692511 -0.205993 0.431413
O 1.190235 0.134743 1.881020
S -1.341315 0.324049 3.171521
F 3.197092 -0.006982 -4.278800
C 3.958018 0.492076 -3.148447
F 4.849992 -0.622315 -2.911039
H 4.657150 1.203781 -3.671464
C 2.114940 0.398601 5.046355
O 2.485115 1.220489 3.977713
H 2.583559 0.792024 5.956801
H 2.465646 -0.632198 4.887694
H 1.027657 0.374827 5.179799
H 1.972184 0.890201 3.196649

Cartesian forces (eV/Å) of the 6 atoms listed first:
Cs 1.6269 -0.0845 -2.7485
C -0.0645 -0.1824 0.1435
C -0.0536 0.2517 -0.0045
C 0.0274 0.0666 0.0060
C -0.1599 0.0601 -0.0547
C 0.0715 0.0007 0.0388

Partial charges, Löwdin, in e:
1 Cs 1.15
2 C -0.08
3 C -0.28
4 C -0.04
5 C -0.29
6 C -0.05
7 C -0.04
8 C -0.27
9 C -0.05
10 C -0.02
11 H -0.03
12 H 0.07
13 H 0.07
14 H 0.11
15 H 0.07
16 H 0.07
17 H 0.08
18 H 0.12
19 H 0.07
20 H 0.08
21 H 0.07
22 H 0.12
23 N 0.00
24 C -0.31
25 C -0.21
26 C -0.21
27 C -0.31
28 N -0.02
29 H 0.03
30 H 0.06
31 H 0.10
32 H 0.10
33 H 0.11
34 H 0.08
35 H 0.10
36 H 0.10
37 H 0.10
38 H 0.10
39 H 0.07
40 H 0.00
41 O -0.48
42 S -0.07
43 O -0.63
44 O -0.78
45 S 0.24
46 F -0.26
47 C -0.38
48 F -0.25
49 H -0.02
50 C -0.21
51 O -0.17
52 H 0.06
53 H 0.07
54 H 0.05
55 H 0.01

=====

(2)
Here is a structure of composition C7H5N2 from OMol25. Energies are from ωB97M-V/def2-TZVPD.

## Properties
HOMO (spin up / spin down), Eh: -0.50147 / -0.50145
Frontier orbital gap (spin up / spin down), eV: 5.78 / 5.78
Energy relative to the best compared isomer or geometry (same formula, charge and spin), eV: 1.8249
Charge: +1

Geometry (Å):
C 3.312882 0.584469 -0.034224
C 3.076111 -0.736808 0.022254
C -0.581252 -0.529460 0.148160
C 0.474584 -1.380535 0.037627
C -0.277114 0.929057 0.065458
C -1.145115 2.003023 -0.041839
C 1.671286 -0.548980 -0.069088
N 2.425852 1.488177 0.053646
N 1.352728 0.765998 0.013792
H 3.668734 -1.597517 -0.223061
H -1.600366 -1.004864 0.051890
H 0.321673 -2.487934 0.042362
H -2.294490 1.950122 0.035922
H -0.684397 3.013327 -0.322874

Cartesian forces (eV/Å) of the 6 atoms listed first:
C -2.8671 2.3009 -0.1438
C 0.6008 -1.0117 -0.6938
C -0.3377 -0.9151 -0.8141
C -1.1792 0.0390 -0.1076
C -0.4366 -0.0881 0.0031
C 2.2513 -0.3012 -0.5216

Partial charges, Löwdin, in e:
1 C 0.20
2 C 0.11
3 C -0.03
4 C 0.02
5 C -0.09
6 C 0.15
7 C -0.20
8 N 0.16
9 N 0.00
10 H 0.14
11 H 0.16
12 H 0.15
13 H 0.13
14 H 0.11

=====

(3)
Here is the ion C3H7ClO2P with charge -1 from OMol25. Energies are from ωB97M-V/def2-TZVPD.

## Properties
SMILES: CC(C)[P@](=O)([O-])Cl
HOMO, Eh: -0.16537
Frontier orbital gap, eV: 8.31
Energy relative to the best compared isomer or geometry (same formula, charge and spin), eV: 0.9096
Charge: -1

Geometry (Å):
C -0.265517 -1.191500 -0.111917
C 0.516123 -0.057800 0.497621
C 0.252479 1.249718 -0.222998
P 2.633676 -0.569717 -0.067361
O 2.651426 -0.987816 -1.441375
O 3.235623 -1.469954 0.923785
Cl 3.552254 1.309835 0.192916
H -1.219629 -1.208639 0.336599
H -0.528551 -1.084973 -1.217255
H 0.345272 -2.103558 0.061708
H 0.476583 -0.036175 1.498422
H 0.773405 1.117288 -1.208263
H 0.876853 2.108029 0.205773
H -0.813460 1.403081 -0.300094

Cartesian forces (eV/Å) of the 6 atoms listed first:
C 0.9831 -0.3964 -1.3433
C 3.5388 -0.0702 -5.2256
C 2.5061 0.4212 -0.0139
P -2.8153 0.3816 3.2926
O -0.3075 0.0273 -3.4463
O 0.2861 -0.2947 1.3361

Partial charges, Löwdin, in e:
1 C -0.17
2 C -0.40
3 C -0.20
4 P 0.03
5 O -0.40
6 O -0.44
7 Cl 0.17
8 H 0.03
9 H 0.10
10 H 0.07
11 H 0.04
12 H 0.06
13 H 0.05
14 H 0.05

=====

(4)
Here is a cluster of 2 separate species, C2H7N4O3 in total from OMol25. Energies are from ωB97M-V/def2-TZVPD.

## Properties
HOMO, Eh: -0.52997
Frontier orbital gap, eV: 9.57
Energy relative to the best compared isomer or geometry (same formula, charge and spin), eV: 5.1709
Charge: +1

Geometry (Å):
C -0.541385 -1.119162 0.344765
C -2.836119 -0.575004 0.298666
N 1.878565 0.548045 0.516663
N -1.428147 -0.282076 0.068056
N 2.962799 0.399836 -0.059715
N -1.222915 1.066375 -0.224374
O 0.281523 -1.824820 0.632245
O 4.077846 0.438424 0.338242
O 2.763300 0.115411 -1.401324
H -3.232051 -0.894830 -0.701040
H -2.899877 -1.494744 1.074844
H -3.509501 0.259497 0.659970
H 2.019943 0.927409 1.474505
H -1.563049 1.202135 -1.215868
H 3.588790 -0.096179 -1.826350
H -0.339716 1.329679 0.020718

Cartesian forces (eV/Å) of the 6 atoms listed first:
C 0.2080 0.7999 -0.2901
C -2.2894 -3.1912 0.7972
N -1.7915 0.9559 1.1502
N -1.3232 1.1000 0.8282
N 0.0453 -0.4122 -1.1241
N -3.2962 -0.3787 -2.3244

Partial charges, Löwdin, in e:
1 C -0.13
2 C 0.01
3 N 0.13
4 N -0.16
5 N -0.46
6 N 0.16
7 O 0.36
8 O 0.12
9 O 0.10
10 H 0.11
11 H 0.16
12 H 0.13
13 H 0.13
14 H 0.17
15 H 0.12
16 H 0.04